90
Properties=species:S:1:pos:R:3:forces:R:3 method="wB97M-V/def2-TZVPD" homo_ev=-12.32 e_tot_ha=-19885.5366 e_lumo_ev=-8.05 fmax_ha_per_bohr=0.117 gap_ev=4.28 total_charge=+2
Y -0.430422 -2.878297 2.225299 -0.341 4.944 -3.445
As 0.078636 -0.054456 -0.987036 0.280 2.046 -1.831
F -1.197604 -0.709297 -1.961245 0.695 -0.107 0.427
F 1.254136 -1.221562 -1.698591 -1.398 1.093 1.168
F 1.315304 0.723340 -0.031489 -0.099 -0.981 0.242
F -1.130972 1.109876 -0.321035 1.241 -1.574 -0.265
F -0.280783 -1.233255 0.358543 0.061 0.294 -0.346
F 0.540235 1.173335 -2.207636 -0.806 -1.394 0.599
C 3.720908 -3.033311 1.156298 0.216 -0.452 0.090
C 2.972237 -2.134851 2.101527 2.419 1.005 0.080
O 1.766739 -1.870748 1.939000 -1.572 -0.802 1.172
N 3.771500 -1.445568 2.981113 -1.656 -0.432 -0.612
C 3.224914 -0.407145 3.836431 -0.089 0.369 0.762
H 3.147286 -3.641756 0.457118 -0.491 0.346 0.407
H 4.364002 -3.702878 1.727451 0.335 0.130 -0.152
H 4.302500 -2.388292 0.497669 0.314 0.045 0.187
H 4.696310 -1.756149 3.242558 0.035 -0.237 -0.703
H 3.573227 0.615347 3.690550 0.086 -0.048 -1.177
H 3.593289 -0.515515 4.856554 -0.533 -0.738 0.209
H 2.140532 -0.439287 3.730697 0.127 0.145 0.426
C -1.324895 1.260396 4.417505 -0.876 -0.197 -1.119
C -0.706278 0.595346 3.190684 2.558 2.227 0.017
O -0.744222 -0.622638 3.010197 -0.981 -4.919 0.328
N 0.179887 1.200378 2.358570 -2.676 -0.133 2.619
C 0.730956 2.549329 2.415568 0.809 -0.847 -0.628
H -0.635583 1.188481 5.258810 0.306 0.763 -0.254
H -2.221517 0.784329 4.814384 0.062 -0.762 -0.523
H -1.738314 2.220514 4.108717 0.838 0.604 0.513
H 0.568225 0.495273 1.748544 0.356 0.619 -0.285
H 1.788206 2.290375 2.472764 0.338 0.890 -0.275
H 0.505811 3.156572 3.292305 -0.588 -0.354 -0.144
H 0.491523 3.036738 1.470480 0.214 0.320 0.270
C 4.670813 0.299488 -1.678789 0.398 1.445 0.092
C 4.512596 1.694884 -2.346462 1.457 -0.496 -0.303
O 5.503048 2.226989 -2.828701 -0.306 -0.108 0.205
N 3.296001 2.251601 -2.376811 -0.753 0.334 -0.373
C 2.976538 3.532281 -3.056715 0.375 -0.120 1.569
H 5.510166 -0.184237 -2.178375 -0.725 -0.475 -0.687
H 3.711825 -0.205045 -1.560921 0.324 -0.439 -0.120
H 5.178514 0.458811 -0.727497 -0.537 0.287 0.534
H 2.525887 1.747232 -1.961314 0.131 0.174 -0.206
H 2.606729 4.181607 -2.263182 -0.669 0.090 -0.169
H 2.241821 3.403643 -3.851545 0.250 0.045 0.000
H 3.873795 4.083106 -3.338883 0.104 -0.728 -0.529
C -0.687627 -4.958426 -1.608271 1.421 0.775 -0.293
C 0.473547 -4.735122 -0.608163 -1.680 -1.664 -0.841
O 0.246855 -3.848076 0.229682 -0.643 1.535 3.202
N 1.521072 -5.521480 -0.414564 -0.140 0.305 -0.332
C 1.971893 -6.504451 -1.367595 0.133 -0.862 -1.816
H -0.457860 -5.602913 -2.456769 -0.314 -0.348 0.443
H -0.940550 -3.997449 -2.056213 0.447 0.279 -0.036
H -1.597491 -5.150053 -1.039472 0.237 -0.774 0.059
H 2.057737 -5.247569 0.396030 0.233 -0.350 -0.122
H 1.703838 -6.114344 -2.349468 -0.028 -0.214 -0.063
H 1.553163 -7.507748 -1.289147 -0.548 0.228 0.499
H 3.034301 -6.725304 -1.470614 0.212 0.825 0.786
C -2.912073 7.430554 2.780948 0.584 0.176 -0.458
C -2.567888 5.950942 2.466728 -1.568 1.608 -0.432
O -2.004444 5.222832 3.234939 1.477 -0.789 1.475
N -3.030220 5.458530 1.311997 0.943 -0.565 -1.593
C -2.638574 4.108348 0.802091 -2.461 0.748 -0.340
H -3.051941 8.144015 1.968846 -0.321 -0.732 -0.835
H -2.026814 7.905679 3.203633 -0.202 -0.421 0.934
H -3.824469 7.526474 3.369538 0.389 -0.199 0.472
H -3.675244 5.988044 0.743080 0.422 0.058 0.019
H -3.456080 3.499411 1.188093 0.562 -0.956 0.270
H -1.647001 3.672884 0.925589 -0.122 0.720 0.586
H -2.861790 4.117050 -0.264774 0.337 0.143 -0.121
C -4.327160 -0.425964 2.046118 0.034 -0.640 -2.145
C -3.605849 -1.451179 1.097966 -0.819 1.199 1.562
O -2.612734 -2.061015 1.542103 2.010 -1.914 0.408
N -4.122629 -1.626263 -0.097127 0.522 -0.592 -1.549
C -3.516922 -2.379835 -1.270463 -0.004 0.788 0.473
H -5.363419 -0.441544 1.708453 -0.336 -0.226 0.760
H -4.053518 0.580094 1.728211 0.614 0.066 0.276
H -4.173019 -0.598191 3.111332 -0.055 -0.110 -0.359
H -4.923134 -1.049148 -0.312151 0.028 -0.053 -0.074
H -2.567321 -2.821993 -0.969048 -0.350 -0.105 0.194
H -3.262182 -1.698561 -2.082298 -0.100 0.399 0.336
H -4.195585 -3.091392 -1.740783 -0.164 -0.180 0.718
C -0.786816 -2.664105 -5.119593 0.951 1.196 -0.625
Br -0.735029 -1.578098 -6.804856 0.016 -1.180 0.859
Br 0.834137 -3.855345 -5.037755 -1.438 0.656 0.051
Br -2.502277 -3.429917 -4.736702 0.309 -0.408 -0.290
H -0.681347 -1.888084 -4.361456 0.350 -0.386 -0.037
C -1.778320 1.829036 -4.445647 -0.077 1.183 0.072
Br -2.717043 3.049081 -3.189895 0.369 -0.364 -0.594
Br -1.265095 2.794152 -6.116193 -0.428 -0.837 1.161
Br -2.882913 0.279219 -4.729618 0.178 0.318 -0.011
H -0.867671 1.582240 -3.899850 -0.214 -0.206 -0.417

=====

66
Properties=species:S:1:pos:R:3:forces:R:3 method="wB97M-V/def2-TZVPD" homo_ev="-5.38 / -5.38" e_tot_ha=-5075.4885 multiplicity=6 e_lumo_ev="-1.03 / -2.01" fmax_ha_per_bohr=0.148 gap_ev="4.35 / 3.37" total_charge=-1 s2=8.855
Ni 19.303070 -34.529750 16.540180 1.701 3.500 -0.660
Cr 18.929820 -29.490480 15.014420 -0.714 -0.139 2.089
N 22.571680 -34.349250 16.922660 5.285 -0.626 -1.403
O 23.225740 -34.171030 15.915580 0.601 0.366 -0.541
O 21.372360 -34.365200 16.749320 -7.574 -0.556 0.363
O 23.077690 -34.578930 17.991870 -0.488 -0.013 1.530
N 20.399940 -27.352700 15.527070 3.453 4.316 -0.835
O 20.935860 -26.247140 15.790150 -0.439 -2.112 -0.985
O 19.547670 -27.763240 16.262500 -4.309 -3.042 2.476
O 20.655250 -28.070790 14.561450 0.559 -0.437 -1.720
N 19.230810 -31.327370 17.811220 0.891 -1.549 -0.194
O 19.322150 -32.468250 17.353180 0.020 -2.895 -0.802
O 19.018030 -30.442270 16.997180 -0.485 3.087 -0.593
O 19.401630 -31.159310 18.996310 -0.380 0.977 0.579
N 21.317850 -31.594530 13.918750 1.178 -5.459 -2.729
O 20.655250 -30.851220 14.574940 -2.807 5.432 3.977
O 22.414300 -31.996020 14.228360 2.398 1.227 1.572
O 20.780230 -32.196690 13.007040 -1.766 -0.109 -2.550
N 16.669610 -27.896040 14.871370 -0.013 1.327 -0.662
O 17.691980 -27.755230 14.178870 1.762 1.947 -3.443
O 16.911690 -28.853230 15.591050 -0.992 -3.654 3.659
O 15.659160 -27.199780 14.859790 1.773 -1.355 0.054
N 17.872000 -32.684840 14.329000 3.624 1.723 -4.325
O 17.994810 -33.604590 15.124470 -0.378 -3.119 3.743
O 18.036700 -31.494830 14.669210 -1.229 0.973 1.184
O 17.907830 -32.965250 13.141930 -1.538 0.128 0.057
N 15.639830 -26.990970 20.020190 0.980 -0.951 -0.997
C 16.592960 -27.507070 19.158610 -0.563 1.292 0.270
C 17.026100 -28.709410 19.644610 1.197 1.252 -1.397
C 16.350640 -28.944230 20.837480 -0.430 -0.486 0.721
C 15.480760 -27.899610 21.037130 -0.803 0.759 0.337
H 15.197460 -26.112410 19.791020 -0.246 -0.391 0.659
H 16.915150 -26.817430 18.392450 0.261 -0.553 -0.336
H 17.901070 -29.150370 19.190320 -0.231 -0.650 0.239
H 16.548370 -29.806810 21.456560 -0.368 0.146 0.180
H 14.712910 -27.669410 21.760880 0.221 -0.412 0.254
N 13.839990 -30.779370 16.473320 -0.070 -3.053 -0.692
C 13.923320 -32.133410 16.148920 -2.983 -0.058 -1.772
C 15.075050 -32.728680 16.538920 -1.170 0.136 -0.319
C 15.733420 -31.709780 17.171990 1.572 2.890 1.542
C 14.971460 -30.507880 17.133720 1.361 -0.399 0.676
H 13.016300 -30.227110 16.281870 0.526 0.071 0.186
H 13.105080 -32.556030 15.584760 -0.048 -0.083 0.015
H 15.367320 -33.759380 16.402410 -0.045 0.207 -0.059
H 16.720560 -31.849090 17.587390 -0.065 0.484 0.172
H 15.068380 -29.483230 17.460980 0.794 -0.310 0.340
N 22.594420 -28.383390 17.916600 -0.535 -1.412 1.335
C 23.212980 -28.568180 16.731970 0.123 0.869 -0.513
C 23.180140 -29.901930 16.399510 1.030 1.232 -1.195
C 22.502410 -30.540460 17.399600 -0.577 -0.685 2.527
C 22.194070 -29.635820 18.434350 0.024 0.506 -1.930
H 22.357540 -27.458810 18.246960 0.018 -0.405 0.240
H 23.529030 -27.634840 16.289930 0.321 -0.415 -0.622
H 23.621650 -30.437080 15.571810 -0.187 0.421 -0.134
H 22.381010 -31.611310 17.329300 -0.292 -0.002 0.585
H 21.677210 -29.732570 19.377690 0.126 0.073 -0.250
N 20.170840 -30.441550 21.693630 2.810 -1.002 -0.968
C 19.494240 -29.655980 22.511730 -0.639 -0.430 2.393
C 19.678270 -30.242630 23.783350 -1.904 2.041 0.110
C 20.555440 -31.313890 23.717730 0.213 0.326 -0.147
C 20.958120 -31.337900 22.410380 -0.672 -1.017 -1.239
H 20.189670 -30.416710 20.684110 -0.016 0.281 0.127
H 19.027620 -28.737770 22.186820 -0.354 -0.345 0.058
H 19.107490 -29.958700 24.655130 0.213 0.245 0.102
H 20.783940 -31.928390 24.575980 0.421 -0.080 -0.351
H 21.628340 -31.997170 21.878820 -0.150 -0.028 0.009

=====

32
Properties=species:S:1:pos:R:3:forces:R:3 method="wB97M-V/def2-TZVPD" e_above_lowest_kj_mol=375.2 homo_ev=-7.91 e_tot_ha=-568.8776 smiles=CN(C)N(N)N(N(C)C)N(C)C e_lumo_ev=0.94 fmax_ha_per_bohr=0.084 gap_ev=8.84 total_charge=0
C -2.289894 1.436527 0.449325 -0.491 -2.969 0.882
N -1.836504 -0.010957 0.448859 1.194 -0.861 -0.987
C -2.872000 -0.977177 0.176264 -3.538 1.337 0.524
N -0.689649 -0.433501 -0.407511 -1.852 1.021 0.549
N -0.721751 -0.006276 -1.779302 0.868 -1.762 1.289
N 0.444453 -0.036710 0.214294 0.693 -2.321 0.964
N 1.404377 -1.060995 0.273193 1.051 1.015 -1.291
C 1.454739 -1.878328 -0.921173 -3.067 0.101 -0.629
C 1.410165 -1.793600 1.491758 0.212 1.262 0.653
N 0.903679 1.206628 0.034575 0.012 2.033 0.303
C 1.683123 1.589004 -1.108659 1.039 -3.394 -2.489
C 1.410286 1.745273 1.293876 0.101 -1.842 0.501
H -1.437413 2.049523 0.546314 0.897 0.739 -0.089
H -2.879599 1.617235 -0.430217 -0.409 0.551 -0.536
H -2.911390 1.531105 1.370866 0.310 0.050 -0.797
H -2.604682 -2.056595 0.052053 0.349 1.290 0.066
H -3.569107 -0.900683 1.104060 0.824 -0.385 -1.544
H -3.570408 -0.605597 -0.720747 1.263 -1.029 1.353
H -1.007539 0.909099 -1.773184 -1.012 2.752 -0.613
H -1.313043 -0.616615 -2.292306 -0.781 -0.327 -0.341
H 0.798815 -1.386361 -1.707797 1.080 -0.873 0.926
H 2.416742 -1.777969 -1.249672 2.681 -0.737 -1.228
H 1.075857 -2.945831 -0.823269 0.619 1.112 0.204
H 1.256389 -1.045504 2.275579 -0.319 -0.337 0.124
H 0.546663 -2.424520 1.370572 -0.091 -1.336 1.108
H 2.422844 -2.193168 1.724692 -0.926 -0.512 -0.515
H 1.483822 0.979000 -2.122401 -0.262 1.614 2.462
H 1.687393 2.622468 -1.260953 -0.513 1.675 -0.349
H 2.715860 1.330709 -0.952063 0.964 -0.155 0.281
H 0.679620 1.418001 2.013170 -0.406 0.263 0.505
H 2.390964 1.404888 1.756584 -0.582 -0.052 -1.282
H 1.431934 2.780636 1.225950 0.093 2.075 -0.006